C8H31BClN9O5V as an isolated structure at a distorted geometry, computed with the ωB97M-V functional and the def2-TZVPD basis.

Values from the calculation:
Relative energy (zero: lowest compared OMol25 entry of this formula, charge and spin) (eV): 1.494
LUMO (alpha / beta) (eV): -2.13 / -2.22
Gap between HOMO and LUMO (alpha / beta) (eV): 7.02 / 6.93
Multiplicity: 4
HOMO energy (alpha / beta) (eV): -9.1504 / -9.1514

Cartesian coordinates (Å):
V -0.588 2.741 -2.368
B -2.764 2.150 -2.210
H -3.837 1.725 -2.094
H -2.020 1.252 -2.297
H -2.593 2.785 -3.177
H -2.352 2.831 -1.355
Cl 0.209 1.232 -0.403
C 2.735 -3.842 -1.953
C 1.806 -2.658 -2.103
C 0.398 -3.068 -2.489
O -0.336 -1.864 -2.684
C -1.691 -2.120 -2.985
N 1.720 -1.905 -0.841
H 2.638 -4.487 -2.829
H 2.486 -4.411 -1.057
H 3.778 -3.528 -1.889
H 2.151 -1.941 -2.860
H -0.011 -3.602 -1.620
H 0.299 -3.680 -3.390
H -2.205 -1.166 -3.056
H -2.164 -2.742 -2.217
H -1.771 -2.690 -3.920
H 1.098 -1.116 -0.977
H 2.616 -1.562 -0.524
C 4.212 2.175 0.233
O 3.898 2.856 -0.741
N 3.736 0.903 0.429
N 5.134 2.584 1.145
H 2.833 0.699 0.042
H 4.026 0.397 1.248
H 5.627 3.454 1.095
H 5.115 2.222 2.086
C 1.872 1.523 3.328
O 2.474 1.590 4.396
N 1.558 2.632 2.607
N 1.318 0.370 2.838
H 1.265 2.645 1.643
H 1.863 3.540 2.907
H 0.948 0.287 1.909
H 1.356 -0.460 3.399
C -3.226 2.056 1.958
O -3.448 2.602 0.882
N -2.131 1.279 2.225
N -4.154 2.079 2.963
H -1.297 1.420 1.677
H -2.089 0.815 3.111
H -4.014 1.696 3.878
H -5.049 2.504 2.813
C -2.912 -1.702 0.629
O -3.490 -2.571 1.270
N -3.595 -0.718 -0.050
N -1.556 -1.554 0.595
H -3.191 0.119 -0.429
H -4.581 -0.856 -0.170
H -1.021 -2.157 1.193
H -1.082 -0.762 0.190

C21H27ClN2O5 in the gas phase, computed with the ωB97M-V functional and the def2-TZVPD basis.

Values from the calculation:
Relative energy (zero: lowest compared OMol25 entry of this formula, charge and spin) (eV): 2.076
LUMO (eV): 0.54
Gap between HOMO and LUMO (eV): 9.75
Structure (SMILES): COc1c(C)cc(C(=O)NCCCOCCNC(=O)C#C[C@H]2CCOC2)cc1Cl
HOMO energy (eV): -9.2072

Cartesian coordinates (Å):
C 7.960 -0.819 -3.485
O 6.836 -0.244 -4.148
C 5.639 -0.557 -3.567
C 4.888 -1.625 -4.064
C 5.415 -2.452 -5.203
C 3.654 -1.892 -3.489
C 3.169 -1.133 -2.431
C 1.828 -1.502 -1.872
O 0.994 -2.085 -2.546
N 1.602 -1.192 -0.573
C 0.356 -1.573 0.076
C -0.808 -0.654 -0.277
C -2.067 -1.035 0.475
O -2.450 -2.342 0.094
C -3.527 -2.840 0.849
C -3.964 -4.171 0.270
N -4.680 -4.052 -0.990
C -4.284 -4.621 -2.171
O -5.078 -4.967 -3.023
C -2.847 -4.776 -2.344
C -1.671 -4.899 -2.545
C -0.251 -5.042 -2.817
C 0.287 -6.474 -2.698
C 1.572 -6.395 -3.523
O 1.428 -5.286 -4.414
C 0.136 -4.716 -4.260
C 3.914 -0.065 -1.949
C 5.140 0.218 -2.524
Cl 6.059 1.572 -1.950
H 8.841 -0.501 -4.037
H 8.028 -0.466 -2.455
H 7.898 -1.910 -3.493
H 4.609 -3.025 -5.658
H 5.880 -1.823 -5.959
H 6.171 -3.161 -4.857
H 3.045 -2.703 -3.868
H 2.358 -0.834 -0.018
H 0.105 -2.594 -0.211
H 0.529 -1.562 1.155
H -0.549 0.378 -0.027
H -0.992 -0.703 -1.350
H -1.888 -1.001 1.561
H -2.878 -0.329 0.255
H -3.224 -2.980 1.897
H -4.368 -2.133 0.837
H -3.087 -4.801 0.124
H -4.611 -4.671 0.996
H -5.688 -4.019 -0.930
H 0.310 -4.371 -2.163
H 0.465 -6.778 -1.668
H -0.426 -7.168 -3.144
H 2.447 -6.213 -2.894
H 1.747 -7.307 -4.099
H -0.579 -5.171 -4.955
H 0.204 -3.646 -4.443
H 3.547 0.582 -1.163

A 4-piece molecular cluster, C25H34BrN4O6P2S overall at a distorted geometry, computed with the ωB97M-V functional and the def2-TZVPD basis.

Values from the calculation:
LUMO (eV): -4.79
Gap between HOMO and LUMO (eV): 6.56
Total charge: +1
HOMO energy (eV): -11.3498

Cartesian coordinates (Å):
C 3.944 -2.498 -0.423
O 2.753 -2.001 -1.024
C 2.408 -0.713 -0.569
C 1.131 -0.731 0.305
C -0.079 -1.506 -0.151
N -1.076 -0.691 -0.274
C -2.342 -1.286 -0.770
O -3.475 -0.723 -0.194
C -4.491 -1.666 0.046
C -4.416 -2.674 1.186
O -5.415 -1.659 -0.645
C -0.733 0.686 0.049
P -0.104 1.379 -1.663
O -1.410 1.539 -2.682
Br 0.718 3.455 -1.339
P -2.025 1.842 0.758
O -3.077 2.296 -0.396
O -1.301 3.235 1.213
S -2.977 1.149 2.275
C 0.576 0.608 0.926
C 0.272 0.206 2.395
H 3.958 -3.586 -0.569
H 4.863 -2.102 -0.885
H 4.003 -2.308 0.662
H 2.365 0.027 -1.383
H 3.230 -0.369 0.086
H 1.464 -1.318 1.186
H -0.162 -2.567 -0.378
H -2.422 -1.278 -1.873
H -2.311 -2.353 -0.490
H -3.547 -2.555 1.847
H -5.346 -2.660 1.762
H -4.345 -3.675 0.733
H -2.090 0.930 -2.342
H -2.814 3.194 -0.680
H -0.341 3.119 1.311
H 1.300 1.415 0.762
H 1.147 -0.183 2.926
H -0.540 -0.535 2.383
H -0.113 1.074 2.946
N 7.618 -4.301 -2.549
C 8.198 -5.500 -2.597
C 7.541 -6.659 -2.985
C 6.206 -6.568 -3.339
C 5.584 -5.331 -3.294
C 6.333 -4.235 -2.896
H 9.243 -5.523 -2.309
H 8.064 -7.605 -3.009
H 5.657 -7.449 -3.647
H 4.542 -5.218 -3.563
H 5.892 -3.245 -2.848
N 2.356 7.271 -2.950
C 2.256 8.243 -3.857
C 1.079 8.561 -4.518
C -0.057 7.828 -4.224
C 0.026 6.812 -3.285
C 1.251 6.580 -2.681
H 3.172 8.787 -4.058
H 1.055 9.362 -5.244
H -0.996 8.044 -4.719
H -0.839 6.215 -3.027
H 1.366 5.797 -1.936
N -4.341 0.031 6.624
C -5.271 -0.482 7.430
C -6.466 -1.026 6.981
C -6.711 -1.034 5.618
C -5.758 -0.503 4.763
C -4.596 0.013 5.316
H -5.037 -0.452 8.488
H -7.183 -1.432 7.681
H -7.632 -1.448 5.227
H -5.912 -0.489 3.692
H -3.821 0.435 4.688

C4H17Br2MnNO4 as an isolated structure at a distorted geometry, computed with the ωB97M-V functional and the def2-TZVPD basis.

Values from the calculation:
Relative energy (zero: lowest compared OMol25 entry of this formula, charge and spin) (eV): 0.000
LUMO (alpha / beta) (eV): -0.02 / -0.06
Gap between HOMO and LUMO (alpha / beta) (eV): 8.03 / 8.38
Multiplicity: 6
HOMO energy (alpha / beta) (eV): -8.0572 / -8.4350

Cartesian coordinates (Å):
Mn 17.036 32.405 6.690
Br 17.338 31.398 4.023
Br 16.919 33.606 8.961
C 21.106 32.238 6.060
C 20.261 33.278 6.782
C 21.022 34.599 6.929
O 21.622 35.043 5.743
C 22.306 36.256 5.930
N 18.925 33.417 6.124
H 20.570 31.293 5.987
H 22.035 32.080 6.609
H 21.321 32.548 5.037
H 20.093 32.982 7.823
H 21.728 34.398 7.750
H 20.378 35.382 7.359
H 22.866 36.458 5.014
H 23.024 36.339 6.751
H 21.582 37.078 6.025
H 18.837 34.432 5.991
H 19.108 33.201 5.135
O 15.608 33.855 5.923
H 14.722 33.611 5.625
H 15.768 34.733 5.555
O 18.407 30.643 7.310
H 18.675 29.797 6.928
H 19.004 30.797 8.055
O 15.410 30.977 6.764
H 14.493 30.827 7.023
H 15.712 30.140 6.377

C5H4O7Sm as an isolated structure at a distorted geometry, computed with the ωB97M-V functional and the def2-TZVPD basis.

Values from the calculation:
LUMO (alpha / beta) (eV): -7.22 / -5.63
Gap between HOMO and LUMO (alpha / beta) (eV): 5.15 / 6.81
Total charge: +1
Multiplicity: 6
HOMO energy (alpha / beta) (eV): -12.3692 / -12.4473

Cartesian coordinates (Å):
O -1.063 3.734 0.526
C -2.019 4.389 -0.029
O -2.688 5.263 0.502
O 1.320 -0.125 -0.252
O 0.202 -2.019 0.131
C 1.294 -1.310 0.056
Sm 0.052 2.129 -0.624
O 2.362 -1.946 0.463
C 2.030 -3.316 0.775
C 0.499 -3.330 0.674
O -3.257 4.446 -2.127
C -2.296 3.981 -1.533
H 2.521 -3.959 0.036
H 2.403 -3.539 1.779
H 0.002 -3.425 1.645
H 0.114 -4.080 -0.024
O -1.477 3.107 -1.997

Number 1: electronic energy -2621.533758 Ha. Number 2: electronic energy -1762.268822 Ha. Number 3: electronic energy -5298.149812 Ha. Number 4: electronic energy -6817.461136 Ha. Number 5: electronic energy -1377.369076 Ha.